Entry one
{"formula": "C37H41IN3O2PSe2W", "method": "the ωB97M-V functional and the def2-TZVPD basis", "elements": ["W", "C", "C", "C", "C", "N", "C", "C", "C", "C", "C", "C", "N", "H", "H", "H", "H", "H", "H", "H", "H", "C", "C", "C", "C", "C", "C", "P", "C", "C", "C", "C", "C", "C", "C", "C", "C", "C", "C", "C", "H", "H", "H", "H", "H", "H", "H", "H", "H", "H", "H", "H", "H", "H", "O", "C", "C", "C", "O", "C", "Se", "C", "Se", "H", "H", "H", "H", "H", "H", "H", "H", "H", "H", "I", "C", "C", "C", "C", "N", "H", "H", "H", "H", "H", "H", "H", "H", "H"], "coordinates": [[-0.06059, -0.42400, -0.54154], [-0.02384, -1.62863, -4.78559], [-1.01658, -2.66266, -4.90298], [-1.66005, -3.02890, -3.77064], [-1.41174, -2.40694, -2.52193], [-0.66258, -1.17036, -2.48907], [0.15788, -0.92622, -3.66585], [-1.80433, -2.87890, -1.28065], [-2.69664, -3.98430, -1.11840], [-2.91129, -4.51983, 0.10763], [-2.25421, -3.96646, 1.22667], [-1.49319, -2.85673, 1.03674], [-1.30149, -2.25738, -0.16654], [0.62206, -1.39182, -5.62247], [-1.18133, -3.17163, -5.84066], [-2.34715, -3.86491, -3.78714], [0.89463, -0.15574, -3.52758], [-3.17824, -4.39892, -1.99104], [-3.57528, -5.36748, 0.22153], [-2.35363, -4.38394, 2.21760], [-0.99809, -2.40037, 1.87504], [3.14016, 2.76607, 4.88860], [2.42406, 3.19069, 3.77887], [1.84642, 2.26725, 2.92329], [1.97701, 0.90000, 3.15543], [2.69624, 0.48138, 4.27662], [3.26950, 1.40902, 5.13622], [1.15816, -0.33309, 2.05827], [1.77039, -1.88897, 2.77255], [1.01036, -2.71659, 3.59026], [1.54306, -3.90457, 4.07577], [2.84349, -4.26304, 3.75902], [3.61214, -3.43592, 2.94872], [3.07596, -2.26178, 2.45097], [-0.59015, -0.16388, 2.45375], [-1.20473, -0.03823, 3.69381], [-2.57507, 0.15272, 3.75249], [-3.30204, 0.24548, 2.56924], [-2.67916, 0.14097, 1.33295], [-1.30360, -0.06775, 1.25279], [3.59001, 3.48855, 5.55764], [2.30867, 4.24778, 3.57507], [1.25449, 2.60418, 2.08841], [2.81971, -0.57063, 4.48920], [3.82130, 1.06109, 6.00027], [0.00015, -2.43564, 3.86220], [0.94000, -4.54546, 4.70638], [3.26018, -5.18661, 4.14010], [4.62529, -3.71669, 2.69131], [3.66727, -1.63339, 1.79391], [-0.61105, -0.07519, 4.60092], [-3.07574, 0.24328, 4.70786], [-4.37228, 0.40925, 2.61284], [-3.27706, 0.23862, 0.44005], [3.45324, 4.79205, -0.63535], [2.67575, 4.65754, -1.81500], [1.82279, 3.36975, -1.75497], [0.97537, 3.44217, -3.02137], [0.37132, 2.19403, -3.31090], [2.78793, 2.19673, -1.73251], [2.27562, 0.31952, -1.39656], [1.04053, 3.42412, -0.45618], [-0.29555, 2.09629, 0.10030], [3.97789, 5.59364, -0.70323], [3.32584, 4.60523, -2.69650], [2.00450, 5.51895, -1.93098], [1.62974, 3.73629, -3.85342], [0.21505, 4.22629, -2.90323], [-0.05973, 2.26406, -4.16873], [3.54538, 2.41135, -0.98022], [3.29883, 2.11536, -2.69540], [0.44532, 4.34200, -0.41952], [1.77650, 3.49651, 0.34203], [1.62761, -2.67338, -0.68498], [-2.83590, 1.90242, -2.00748], [-2.56925, 0.50048, -2.53888], [-2.48023, 0.56650, -4.06381], [-3.75010, -0.42521, -2.19154], [-1.30322, -0.02885, -1.94656], [-3.73483, 2.27207, -2.50593], [-1.99921, 2.56203, -2.22683], [-3.00408, 1.92196, -0.93347], [-3.44607, 0.92208, -4.42770], [-2.29676, -0.40788, -4.50968], [-1.71602, 1.26608, -4.39746], [-4.67789, 0.12581, -2.35976], [-3.72944, -0.75951, -1.15700], [-3.75847, -1.30925, -2.82607]], "homo_energy_ev": -6.173, "charge": 0, "homo_lumo_gap_ev": 5.48}



Entry two
{"formula": "C37H41IN3O2PSe2W", "method": "the ωB97M-V functional and the def2-TZVPD basis", "elements": ["W", "C", "C", "C", "C", "N", "C", "C", "C", "C", "C", "C", "N", "H", "H", "H", "H", "H", "H", "H", "H", "C", "C", "C", "C", "C", "C", "P", "C", "C", "C", "C", "C", "C", "C", "C", "C", "C", "C", "C", "H", "H", "H", "H", "H", "H", "H", "H", "H", "H", "H", "H", "H", "H", "O", "C", "C", "C", "O", "C", "Se", "C", "Se", "H", "H", "H", "H", "H", "H", "H", "H", "H", "H", "I", "C", "C", "C", "C", "N", "H", "H", "H", "H", "H", "H", "H", "H", "H"], "coordinates": [[-0.42054, 0.00438, -0.32978], [-1.47263, -3.26025, 2.89293], [-2.84794, -3.27278, 3.01973], [-3.58058, -2.38601, 2.25457], [-2.92919, -1.52526, 1.37855], [-1.59416, -1.50470, 1.26296], [-0.89753, -2.35544, 2.01808], [-3.69600, -0.54188, 0.58347], [-5.07776, -0.60765, 0.43789], [-5.72702, 0.40812, -0.24104], [-4.97719, 1.46407, -0.73199], [-3.60283, 1.43574, -0.56219], [-2.97422, 0.43843, 0.05434], [-0.83662, -3.92197, 3.46346], [-3.34381, -3.95041, 3.70252], [-4.65488, -2.34711, 2.35136], [0.17366, -2.30580, 1.93698], [-5.64211, -1.43775, 0.83646], [-6.80053, 0.37851, -0.37308], [-5.43751, 2.29423, -1.24850], [-2.97564, 2.23820, -0.92382], [4.46576, 3.69983, 0.99369], [3.36763, 4.05996, 0.22600], [2.60835, 3.08445, -0.40759], [2.94801, 1.74391, -0.25866], [4.04911, 1.38144, 0.51117], [4.80859, 2.35991, 1.13297], [1.95885, 0.47011, -1.08526], [2.50952, 0.60566, -2.81766], [1.91132, -0.24208, -3.74506], [2.35162, -0.28146, -5.05413], [3.40087, 0.53927, -5.45379], [4.00011, 1.38626, -4.53665], [3.56128, 1.41950, -3.21689], [2.34701, -1.22449, -0.69239], [3.44778, -2.04351, -0.87300], [3.27438, -3.40951, -0.69900], [2.00856, -3.91037, -0.41186], [0.90968, -3.06769, -0.27410], [1.06263, -1.68793, -0.38231], [5.05469, 4.46355, 1.48592], [3.09101, 5.10123, 0.12351], [1.74526, 3.36267, -0.99870], [4.28861, 0.33446, 0.64882], [5.66264, 2.07646, 1.73471], [1.08588, -0.86142, -3.42762], [1.87367, -0.94447, -5.76426], [3.74615, 0.51730, -6.47944], [4.81589, 2.02881, -4.84203], [4.04320, 2.08530, -2.51344], [4.40686, -1.63053, -1.16310], [4.11075, -4.08679, -0.81359], [1.87355, -4.98057, -0.30778], [-0.05998, -3.50646, -0.07632], [-1.66488, 0.23235, 3.63635], [-0.65125, 0.89598, 4.38712], [-0.01956, 2.06356, 3.60783], [0.35141, 3.09439, 4.69393], [1.07475, 4.21145, 4.21342], [1.27386, 1.64716, 2.90501], [1.20026, -0.00145, 1.86512], [-1.00002, 2.71696, 2.62928], [-0.72012, 2.48730, 0.69503], [-2.17008, -0.31582, 4.24259], [0.13635, 0.18590, 4.66625], [-1.09495, 1.28966, 5.31076], [0.90757, 2.58784, 5.49617], [-0.56504, 3.50005, 5.12845], [1.86063, 3.89796, 3.75232], [2.05080, 1.43655, 3.64762], [1.62287, 2.43896, 2.23925], [-0.90238, 3.79904, 2.71970], [-2.02586, 2.44661, 2.87180], [-0.63816, 1.95826, -2.50068], [-1.07368, -2.13196, -3.67688], [-1.95686, -1.80168, -2.47050], [-2.38416, -3.11420, -1.80217], [-3.20021, -1.04417, -2.95338], [-1.20855, -0.99203, -1.54173], [-1.59047, -2.85099, -4.31555], [-0.12846, -2.57117, -3.35337], [-0.88281, -1.23480, -4.26623], [-3.03878, -3.66653, -2.47943], [-2.93245, -2.93004, -0.87884], [-1.51760, -3.73627, -1.58168], [-3.69429, -1.61565, -3.74263], [-2.91697, -0.06872, -3.34744], [-3.91517, -0.90194, -2.14257]], "homo_energy_ev": -6.646, "charge": 0, "homo_lumo_gap_ev": 6.30}



According to the calculations, the structures order from most to least stable as entry two, entry one.